Entry 1:
{
  "formula": "C15H22BN3O7",
  "method": "ωB97M-V with the def2-TZVPD basis set",
  "smiles": "O=C1c2ccc(CB(O)O)cc2C(=O)N1CCO.CC(N)=O.CC(N)=O",
  "charge": 0,
  "relative_energy_kcal_mol": 40.6,
  "lumo_energy_ev": -0.80,
  "e_homo_ev": -9.602,
  "species": ["O", "C", "C", "C", "C", "C", "C", "B", "O", "O", "C", "C", "C", "O", "N", "C", "C", "O", "H", "H", "H", "H", "H", "H", "H", "H", "H", "H", "H", "H", "C", "C", "N", "O", "H", "H", "H", "H", "H", "C", "C", "N", "O", "H", "H", "H", "H", "H"],
  "positions_angstrom": [[2.827, 0.467, -0.848], [2.543, -0.602, -0.363], [1.143, -1.237, -0.566], [-0.020, -0.720, -1.249], [-1.208, -1.564, -1.270], [-1.169, -2.885, -0.602], [-2.520, -3.696, -0.664], [-3.553, -2.816, 0.227], [-4.278, -1.722, -0.341], [-3.699, -3.125, 1.596], [0.019, -3.390, 0.087], [1.191, -2.534, 0.112], [2.589, -2.707, 0.764], [2.929, -3.638, 1.432], [3.310, -1.505, 0.429], [4.644, -1.707, -0.200], [5.759, -1.888, 0.940], [6.381, -0.599, 1.128], [-0.010, 0.282, -1.724], [-2.140, -1.206, -1.753], [-2.866, -3.673, -1.734], [-2.406, -4.737, -0.281], [-3.830, -0.935, 0.037], [-3.740, -2.267, 2.065], [0.041, -4.381, 0.588], [4.987, -0.812, -0.787], [4.658, -2.570, -0.929], [6.478, -2.645, 0.551], [5.226, -2.193, 1.874], [5.663, -0.019, 1.435], [-3.947, 3.155, 0.318], [-4.748, 2.230, 1.196], [-6.099, 2.337, 1.098], [-4.235, 1.426, 1.957], [-3.320, 2.561, -0.347], [-3.317, 3.785, 0.946], [-4.587, 3.797, -0.289], [-6.563, 2.984, 0.486], [-6.657, 1.729, 1.675], [2.449, 4.821, -0.588], [1.083, 4.325, -0.986], [0.882, 2.986, -0.873], [0.201, 5.063, -1.387], [2.342, 5.537, 0.227], [2.912, 5.311, -1.445], [3.097, 4.009, -0.258], [1.582, 2.339, -0.548], [-0.023, 2.630, -1.133]]
}

Entry 2:
{
  "formula": "C49H52N5OPSTi",
  "method": "ωB97M-V with the def2-TZVPD basis set",
  "charge": 2,
  "relative_energy_kcal_mol": 13.6,
  "lumo_energy_ev": -6.09,
  "e_homo_ev": -12.807,
  "species": ["Ti", "C", "C", "C", "C", "C", "C", "C", "C", "C", "C", "C", "C", "N", "C", "C", "C", "C", "C", "N", "C", "C", "C", "C", "H", "H", "H", "H", "H", "H", "H", "H", "H", "H", "H", "H", "H", "H", "H", "H", "H", "H", "H", "H", "H", "H", "H", "H", "H", "H", "H", "H", "H", "O", "C", "C", "C", "C", "C", "C", "C", "P", "C", "C", "C", "C", "C", "C", "C", "C", "C", "C", "C", "C", "H", "H", "H", "H", "H", "H", "H", "H", "H", "H", "H", "H", "H", "H", "C", "N", "C", "C", "N", "C", "S", "C", "C", "C", "C", "C", "N", "H", "H", "H", "H", "H", "H", "H", "H", "H"],
  "positions_angstrom": [[-0.252, 0.242, 0.664], [3.806, 0.678, -2.715], [3.683, 0.972, -1.240], [4.740, 2.071, -0.834], [3.802, -0.206, -0.318], [4.912, -1.026, -0.428], [5.110, -2.073, 0.371], [4.171, -2.373, 1.402], [3.056, -1.602, 1.622], [2.120, -1.885, 2.741], [1.402, -3.270, 2.710], [2.833, -1.808, 4.059], [2.883, -0.505, 0.722], [1.683, 0.338, 0.864], [2.035, 1.647, 1.063], [1.166, 2.658, 0.737], [1.335, 4.081, 0.768], [0.223, 4.622, 0.228], [-0.582, 3.553, -0.231], [-0.038, 2.365, 0.065], [-1.936, 3.899, -0.821], [-3.007, 4.004, 0.307], [-2.404, 2.822, -1.775], [-1.923, 5.241, -1.557], [3.749, 1.590, -3.280], [2.931, 0.064, -2.993], [4.751, 0.154, -2.953], [2.656, 1.439, -1.139], [5.721, 1.766, -1.246], [4.879, 2.133, 0.257], [4.535, 3.106, -1.149], [5.582, -0.851, -1.322], [5.905, -2.717, 0.260], [4.340, -3.204, 2.075], [1.335, -1.139, 2.740], [2.072, -4.094, 2.530], [0.665, -3.317, 1.821], [0.860, -3.389, 3.642], [3.589, -2.569, 4.201], [2.034, -1.957, 4.802], [3.228, -0.865, 4.300], [3.013, 1.834, 1.494], [2.261, 4.503, 1.138], [0.062, 5.661, 0.178], [-3.095, 3.080, 0.944], [-3.962, 4.177, -0.220], [-2.780, 4.839, 0.961], [-3.476, 2.823, -1.980], [-1.923, 2.879, -2.731], [-2.095, 1.866, -1.381], [-1.807, 6.153, -0.967], [-2.895, 5.262, -2.100], [-1.142, 5.248, -2.366], [-0.781, -1.530, 1.776], [-1.260, -1.428, 0.629], [-2.051, -2.215, -0.271], [-3.163, -2.940, 0.056], [-3.819, -3.679, -0.991], [-3.296, -3.595, -2.280], [-2.203, -2.790, -2.641], [-1.604, -2.092, -1.600], [-0.027, -1.169, -1.655], [1.204, -2.577, -1.560], [2.360, -2.646, -2.296], [3.181, -3.763, -2.180], [2.835, -4.861, -1.357], [1.642, -4.792, -0.591], [0.863, -3.676, -0.705], [0.088, -0.352, -3.260], [0.290, 1.022, -3.297], [0.252, 1.712, -4.502], [-0.087, 1.039, -5.687], [-0.156, -0.368, -5.643], [-0.034, -1.021, -4.443], [-3.473, -3.054, 1.073], [-4.665, -4.334, -0.860], [-3.821, -4.189, -3.030], [-1.856, -2.821, -3.653], [2.687, -1.899, -2.998], [4.122, -3.847, -2.717], [3.583, -5.628, -1.120], [1.200, -5.615, -0.018], [-0.115, -3.646, -0.185], [0.495, 1.613, -2.383], [0.452, 2.807, -4.525], [-0.251, 1.507, -6.674], [-0.276, -0.886, -6.593], [-0.112, -2.110, -4.493], [-0.867, 0.879, 5.911], [-1.865, 0.331, 4.959], [-2.908, -0.449, 5.285], [-3.715, -0.615, 4.195], [-3.101, 0.107, 3.164], [-1.952, 0.695, 3.643], [-0.784, 1.590, 2.791], [-3.750, 0.508, 1.961], [-4.956, 1.146, 2.239], [-5.590, 1.648, 1.133], [-5.079, 1.385, -0.124], [-3.928, 0.629, -0.274], [-3.187, 0.244, 0.795], [-1.195, 0.633, 6.944], [-0.929, 1.949, 5.803], [0.127, 0.486, 5.724], [-2.944, -0.846, 6.330], [-4.646, -1.219, 4.040], [-5.270, 1.267, 3.273], [-6.472, 2.266, 1.198], [-5.556, 1.861, -1.022], [-3.448, 0.406, -1.214]]
}

Entry 3:
{
  "formula": "C2HO3Pm",
  "method": "ωB97M-V with the def2-TZVPD basis set",
  "charge": 3,
  "relative_energy_kcal_mol": 44.9,
  "lumo_energy_ev": [-18.27, -15.95],
  "e_homo_ev": [-23.549, -27.779],
  "spin_multiplicity": 6,
  "species": ["H", "O", "O", "O", "C", "C", "Pm"],
  "positions_angstrom": [[-2.262, 1.941, 0.022], [-0.271, 1.415, 0.044], [-2.052, -0.326, 0.012], [-0.053, -1.366, -0.046], [-1.451, 1.203, 0.092], [-1.243, -1.313, -0.027], [1.787, 0.172, -0.043]]
}

Entry 4:
{
  "formula": "C51H45N7O2S3Se3SnTe",
  "method": "ωB97M-V with the def2-TZVPD basis set",
  "charge": 2,
  "relative_energy_kcal_mol": 0.0,
  "lumo_energy_ev": -5.86,
  "e_homo_ev": -12.427,
  "species": ["Sn", "Se", "Se", "Te", "Se", "S", "N", "C", "C", "C", "C", "C", "N", "C", "C", "N", "C", "C", "C", "C", "C", "N", "H", "H", "H", "H", "H", "H", "C", "C", "C", "C", "C", "C", "C", "S", "O", "C", "C", "C", "C", "C", "C", "C", "C", "C", "C", "C", "C", "C", "C", "C", "C", "C", "C", "C", "C", "S", "O", "C", "C", "C", "C", "C", "C", "C", "H", "H", "H", "H", "H", "H", "H", "H", "H", "H", "H", "H", "H", "H", "H", "H", "H", "H", "H", "H", "H", "H", "H", "H", "H", "H", "C", "N", "C", "C", "N", "N", "C", "C", "H", "H", "H", "H", "H", "H", "H", "H", "H", "H", "H", "H", "H"],
  "positions_angstrom": [[1.693, -0.592, 1.879], [2.729, -1.863, 4.756], [1.553, -0.558, 6.092], [-0.862, -1.397, 6.405], [-0.212, 0.540, 4.897], [0.255, -8.282, 3.578], [1.575, -7.566, 3.008], [1.253, -6.312, 2.752], [2.139, -5.304, 2.210], [3.456, -5.577, 1.833], [4.221, -4.563, 1.303], [3.654, -3.299, 1.184], [2.408, -3.021, 1.544], [1.639, -4.008, 2.043], [0.241, -3.698, 2.363], [-0.167, -2.438, 2.176], [-1.440, -2.130, 2.366], [-2.396, -3.069, 2.749], [-1.984, -4.359, 2.995], [-0.639, -4.690, 2.812], [-0.106, -6.013, 3.048], [-0.775, -7.047, 3.522], [3.843, -6.580, 1.961], [5.238, -4.737, 0.983], [4.233, -2.474, 0.781], [-1.714, -1.092, 2.205], [-3.433, -2.778, 2.849], [-2.671, -5.128, 3.326], [-1.885, 8.091, -1.485], [-1.451, 6.731, -1.018], [-0.832, 5.836, -1.884], [-0.452, 4.575, -1.445], [-0.707, 4.206, -0.132], [-1.312, 5.084, 0.757], [-1.673, 6.339, 0.306], [-0.281, 2.524, 0.284], [0.290, 2.476, 1.679], [-1.951, 1.860, 0.448], [-2.628, 2.000, 1.674], [-3.880, 1.479, 1.816], [-4.496, 0.762, 0.763], [-5.762, 0.150, 0.921], [-6.314, -0.583, -0.089], [-5.636, -0.730, -1.318], [-4.419, -0.139, -1.511], [-3.816, 0.619, -0.475], [-2.521, 1.196, -0.623], [-1.782, 1.045, -1.916], [-2.141, 1.854, -3.033], [-3.173, 2.823, -2.953], [-3.473, 3.603, -4.032], [-2.768, 3.450, -5.245], [-1.759, 2.536, -5.348], [-1.409, 1.723, -4.244], [-0.336, 0.802, -4.312], [0.007, 0.042, -3.236], [-0.727, 0.165, -2.042], [-0.265, -0.813, -0.616], [1.241, -0.589, -0.427], [-0.440, -2.457, -1.276], [-1.721, -2.987, -1.343], [-1.891, -4.280, -1.810], [-0.795, -5.050, -2.196], [-0.973, -6.452, -2.710], [0.481, -4.493, -2.106], [0.668, -3.200, -1.644], [-1.581, 8.274, -2.514], [-1.465, 8.873, -0.851], [-2.972, 8.180, -1.431], [-0.644, 6.126, -2.911], [0.031, 3.874, -2.117], [-1.488, 4.790, 1.784], [-2.144, 7.034, 0.992], [-2.139, 2.523, 2.486], [-4.420, 1.612, 2.746], [-6.286, 0.268, 1.863], [-7.277, -1.059, 0.045], [-6.087, -1.313, -2.110], [-3.900, -0.248, -2.455], [-3.711, 2.946, -2.022], [-4.256, 4.347, -3.962], [-3.031, 4.066, -6.095], [-1.211, 2.422, -6.275], [0.210, 0.698, -5.242], [0.823, -0.669, -3.283], [-2.578, -2.390, -1.043], [-2.888, -4.696, -1.877], [-2.001, -6.791, -2.600], [-0.319, -7.144, -2.178], [-0.707, -6.506, -3.768], [1.340, -5.079, -2.410], [1.657, -2.766, -1.565], [3.291, 2.399, 2.901], [4.421, 2.387, 1.985], [5.520, 3.282, 2.331], [4.549, 1.374, 1.115], [3.748, 0.332, 1.205], [5.549, 1.465, 0.179], [5.645, 2.672, -0.646], [5.972, 0.259, -0.511], [3.448, 1.704, 3.735], [2.374, 2.131, 2.379], [3.174, 3.404, 3.300], [5.710, 3.214, 3.403], [5.271, 4.316, 2.090], [6.427, 2.998, 1.808], [3.884, -0.273, 0.400], [5.100, 3.495, -0.191], [5.212, 2.481, -1.632], [6.687, 2.963, -0.776], [6.124, -0.552, 0.200], [6.927, 0.465, -0.991], [5.264, -0.055, -1.291]]
}

Entry 5:
{
  "formula": "C3H5N3OS",
  "method": "ωB97M-V with the def2-TZVPD basis set",
  "charge": 0,
  "relative_energy_kcal_mol": 126.7,
  "lumo_energy_ev": 0.32,
  "e_homo_ev": -8.125,
  "species": ["C", "C", "C", "N", "N", "N", "O", "S", "H", "H", "H", "H", "H"],
  "positions_angstrom": [[-1.664, 0.096, -0.658], [0.988, 0.336, -0.811], [1.581, -0.763, 1.388], [0.782, 1.368, 1.194], [1.134, 0.386, 0.648], [-2.897, 0.199, -1.123], [1.963, 0.179, -1.468], [-0.420, 0.893, -1.651], [1.121, -1.718, 0.993], [2.629, -1.126, 1.337], [1.443, -0.658, 2.460], [-3.558, -0.131, -0.482], [-3.102, 0.938, -1.827]]
}

Entry 6:
{
  "formula": "C7H14O3Zn",
  "method": "ωB97M-V with the def2-TZVPD basis set",
  "charge": 0,
  "lumo_energy_ev": 0.50,
  "e_homo_ev": -7.647,
  "species": ["C", "O", "C", "C", "O", "C", "H", "H", "H", "H", "H", "H", "H", "H", "H", "C", "C", "O", "C", "Zn", "H", "H", "H", "H", "H"],
  "positions_angstrom": [[-2.428, 0.066, -0.364], [-1.163, 0.701, -0.287], [-1.018, 1.815, -1.166], [0.325, 2.492, -0.978], [1.399, 1.686, -1.367], [2.057, 0.940, -0.307], [-3.230, 0.817, -0.316], [-2.479, -0.465, -1.322], [-1.824, 2.535, -0.956], [-1.118, 1.458, -2.204], [0.425, 2.835, 0.069], [0.321, 3.389, -1.616], [2.001, -1.244, 0.427], [2.740, 0.253, -0.839], [2.715, 1.631, 0.257], [1.515, -2.220, 0.105], [0.406, -2.879, 0.499], [-0.440, -2.545, 1.466], [-0.151, -1.317, 2.202], [0.398, 0.027, 0.715], [2.372, -2.817, -0.208], [0.098, -3.805, 0.002], [0.666, -1.541, 2.917], [-1.053, -1.158, 2.814], [-2.533, -0.654, 0.459]]
}

Entry 7:
{
  "formula": "C11H13FO",
  "method": "ωB97M-V with the def2-TZVPD basis set",
  "smiles": "CCCCC(=O)c1ccc(F)cc1",
  "charge": 0,
  "relative_energy_kcal_mol": 18.7,
  "lumo_energy_ev": 0.19,
  "e_homo_ev": -9.726,
  "species": ["C", "C", "C", "C", "C", "O", "C", "C", "C", "C", "F", "C", "C", "H", "H", "H", "H", "H", "H", "H", "H", "H", "H", "H", "H", "H"],
  "positions_angstrom": [[2.474, -1.348, -3.914], [2.178, -2.460, -2.916], [1.984, -2.122, -1.450], [0.912, -1.063, -1.201], [0.678, -0.731, 0.265], [1.453, -1.197, 1.121], [-0.328, 0.272, 0.699], [-0.483, 0.322, 2.079], [-1.312, 1.264, 2.627], [-2.193, 1.952, 1.802], [-3.024, 2.978, 2.228], [-2.135, 1.918, 0.466], [-1.203, 0.983, -0.119], [3.474, -0.963, -3.866], [2.283, -1.640, -5.028], [1.818, -0.501, -3.805], [2.738, -3.333, -3.035], [1.156, -2.756, -3.186], [1.601, -3.054, -0.932], [2.983, -1.906, -1.024], [1.383, -0.106, -1.642], [-0.076, -1.311, -1.649], [0.195, -0.258, 2.697], [-1.476, 1.376, 3.673], [-2.940, 2.358, -0.103], [-0.981, 0.941, -1.145]]
}

Entry 8:
{
  "formula": "C22H32CoNO6S2Sb",
  "method": "ωB97M-V with the def2-TZVPD basis set",
  "charge": -2,
  "relative_energy_kcal_mol": 19.6,
  "lumo_energy_ev": [4.21, 4.21],
  "e_homo_ev": [-1.787, -1.760],
  "spin_multiplicity": 2,
  "species": ["Co", "O", "S", "O", "O", "O", "C", "N", "C", "C", "C", "C", "C", "C", "C", "C", "H", "H", "H", "H", "H", "H", "H", "H", "H", "H", "H", "H", "C", "C", "Sb", "C", "C", "C", "C", "H", "H", "H", "H", "H", "H", "H", "H", "H", "H", "H", "H", "H", "H", "H", "O", "C", "O", "C", "C", "C", "C", "S", "C", "C", "H", "H", "H", "H", "H"],
  "positions_angstrom": [[0.486, 0.570, -0.012], [-0.269, 1.383, 3.608], [-0.027, 1.049, 2.214], [0.831, 2.059, 1.511], [0.666, -0.281, 2.048], [-1.277, 0.955, 1.389], [1.193, 3.307, -1.540], [0.103, 2.353, -1.449], [-1.081, 3.002, -0.891], [-0.218, 1.741, -2.735], [-0.914, 0.420, -2.522], [-1.846, -0.044, -3.447], [-2.471, -1.271, -3.260], [-2.129, -2.037, -2.152], [-1.186, -1.568, -1.242], [-0.568, -0.322, -1.383], [0.920, 4.177, -2.163], [2.073, 2.831, -1.969], [1.436, 3.647, -0.533], [-1.390, 3.855, -1.520], [-0.862, 3.342, 0.121], [-1.892, 2.279, -0.822], [0.719, 1.574, -3.271], [-0.836, 2.418, -3.351], [-2.091, 0.562, -4.317], [-3.219, -1.617, -3.966], [-2.599, -3.003, -1.994], [-0.922, -2.193, -0.397], [-4.205, -3.608, 2.728], [-2.867, -3.480, 3.466], [-1.708, -1.695, 2.759], [-0.304, -1.969, 4.402], [0.949, -2.739, 3.987], [-2.997, -0.323, 3.866], [-3.400, -0.761, 5.270], [-4.698, -4.573, 2.899], [-4.064, -3.496, 1.649], [-4.899, -2.822, 3.047], [-2.235, -4.345, 3.229], [-3.023, -3.496, 4.550], [-0.808, -2.464, 5.236], [-0.039, -0.948, 4.685], [0.715, -3.779, 3.736], [1.696, -2.748, 4.789], [1.399, -2.265, 3.114], [-3.871, -0.123, 3.241], [-2.394, 0.583, 3.902], [-4.029, -1.654, 5.252], [-3.959, 0.030, 5.785], [-2.516, -0.985, 5.870], [6.420, 2.694, -5.264], [5.299, 1.933, -5.457], [4.986, 1.684, -6.591], [4.587, 1.483, -4.246], [4.939, 1.844, -2.942], [4.270, 1.336, -1.848], [3.211, 0.419, -1.992], [2.476, -0.321, -0.602], [2.841, 0.085, -3.311], [3.504, 0.613, -4.399], [6.589, 2.759, -4.317], [5.742, 2.554, -2.750], [4.551, 1.634, -0.846], [2.013, -0.602, -3.446], [3.201, 0.359, -5.408]]
}